No. 1
Molecular formula: C11H35O14P3
Method: DFT, ωB97M-V with the def2-TZVPD basis set

The geometry in ORCA input format:
```
! RIJCOSX wB97M-V def2-TZVPD def2/J DEFGRID3
* xyz 0 1
C -0.784 -1.158 -3.761
O -2.184 -1.353 -3.805
P -3.130 -1.036 -2.550
O -3.034 0.341 -2.057
O -4.574 -1.462 -3.060
C -5.431 -0.496 -3.676
O -2.774 -2.155 -1.477
C -3.142 -3.532 -1.689
H -0.281 -2.044 -4.160
H -0.387 -1.029 -2.753
H -0.442 -0.349 -4.409
H -6.083 -0.080 -2.912
H -6.036 -1.018 -4.412
H -4.881 0.299 -4.173
H -2.230 -4.107 -1.836
H -3.805 -3.663 -2.542
H -3.676 -3.856 -0.797
C -0.163 -2.454 0.253
O 1.203 -2.031 0.268
P 2.015 -1.678 -1.039
O 1.394 -2.177 -2.278
O 3.466 -2.248 -0.732
C 4.203 -1.718 0.376
O 2.194 -0.103 -0.918
C 2.710 0.730 -1.957
H -0.779 -1.779 0.852
H -0.236 -3.469 0.624
H -0.553 -2.304 -0.756
H 4.909 -2.467 0.719
H 3.539 -1.408 1.186
H 4.758 -0.813 0.113
H 1.949 1.390 -2.361
H 3.189 0.166 -2.756
H 3.478 1.341 -1.482
C 2.187 1.591 6.671
O 3.104 0.867 5.837
P 2.627 0.271 4.432
O 3.698 -0.302 3.614
O 1.824 1.471 3.770
C 1.089 1.243 2.557
O 1.418 -0.715 4.815
C 1.657 -1.929 5.508
H 1.992 0.970 7.545
H 1.262 1.841 6.157
H 2.685 2.507 6.981
H 0.021 1.179 2.739
H 1.517 0.397 2.016
H 1.327 2.104 1.930
H 1.517 -1.782 6.577
H 2.690 -2.284 5.389
H 1.073 -2.731 5.060
C -0.441 1.810 -0.767
O -1.635 2.526 -1.005
H -0.065 1.381 -1.702
H 0.312 2.455 -0.322
H -0.635 0.934 -0.138
H -2.260 1.862 -1.336
C -1.865 5.560 -3.008
O -2.266 5.183 -1.706
H -0.995 6.231 -3.011
H -1.606 4.681 -3.605
H -2.667 6.129 -3.488
H -1.970 4.270 -1.553
*
```

Its SMILES is COP(=O)(OC)OC.COP(=O)(OC)OC.COP(=O)(OC)OC.CO.CO. The calculation puts the HOMO-LUMO gap at 9.92 eV. The LUMO energy is 0.58 eV. The energy above the lowest of the compared OMol25 structures with the same formula, charge and spin is 0.000 eV.

These are the natural (NBO) partial charges, in e, on atoms 1 to 2: -0.259, -0.822

=====

No. 2
Molecular formula: C11H36BMgO11S3
Method: DFT, ωB97M-V with the def2-TZVPD basis set

The geometry in ORCA input format:
```
! RIJCOSX wB97M-V def2-TZVPD def2/J DEFGRID3
* xyz 1 1
Mg 19.860 -4.499 0.724
B 20.335 -7.542 0.335
H 21.069 -7.131 1.011
H 20.655 -8.527 0.031
H 19.369 -7.573 0.814
H 20.287 -6.869 -0.507
O 19.437 -0.527 -4.719
S 20.357 -1.653 -4.772
O 20.469 -2.683 -3.679
O 19.940 -2.536 -6.137
C 19.487 -1.837 -7.340
C 18.218 -2.498 -7.915
C 22.054 -1.052 -5.313
H 20.275 -1.815 -8.092
H 19.370 -0.791 -7.057
H 18.265 -3.587 -7.889
H 18.051 -2.163 -8.939
H 17.319 -2.362 -7.313
H 22.307 -0.150 -4.756
H 21.902 -0.836 -6.370
H 22.798 -1.848 -5.296
O 19.549 0.497 1.143
S 19.714 1.951 1.081
O 20.491 2.570 0.052
O 18.204 2.627 1.101
C 18.181 4.060 1.131
C 18.032 4.484 -0.365
C 20.406 2.561 2.668
H 19.109 4.497 1.500
H 17.392 4.451 1.773
H 17.384 3.821 -0.939
H 18.965 4.439 -0.927
H 17.682 5.483 -0.626
H 19.570 2.683 3.357
H 20.895 3.508 2.439
H 21.057 1.792 3.084
O 15.999 -3.035 0.779
S 14.625 -2.696 1.237
O 13.671 -3.796 1.474
O 14.865 -1.985 2.722
C 13.763 -1.586 3.483
C 14.059 -0.247 4.161
C 13.830 -1.254 0.253
H 13.730 -2.302 4.305
H 12.757 -1.669 3.070
H 15.106 -0.283 4.465
H 13.452 -0.065 5.047
H 13.953 0.615 3.503
H 13.583 -1.563 -0.763
H 14.627 -0.511 0.254
H 12.914 -0.946 0.758
C 24.082 -3.961 3.158
O 23.459 -3.908 1.848
H 23.394 -4.173 3.976
H 24.836 -4.748 3.155
H 24.392 -2.947 3.410
H 24.181 -3.689 1.254
C 18.146 -5.606 4.722
O 19.025 -4.676 4.101
H 18.648 -6.370 5.315
H 17.428 -5.032 5.309
H 17.553 -6.224 4.049
H 19.253 -4.156 4.875
*
```

The calculation puts the HOMO-LUMO gap at 5.71 eV. The LUMO energy is -7.29 eV. The energy above the lowest of the compared OMol25 structures with the same formula, charge and spin is 11.659 eV.

These are the natural (NBO) partial charges, in e, on atoms 1 to 2: 1.755, -0.894

=====

No. 3
Molecular formula: C11H36N2O11
Method: DFT, ωB97M-V with the def2-TZVPD basis set

The geometry in ORCA input format:
```
! RIJCOSX wB97M-V def2-TZVPD def2/J DEFGRID3
* xyz 0 1
C 1.564 -3.842 -2.013
N 0.320 -3.337 -2.715
O 0.375 -2.375 -3.430
O -0.757 -3.888 -2.426
H 1.378 -4.757 -1.484
H 1.917 -3.087 -1.400
H 2.407 -4.003 -2.745
C -3.893 4.773 1.307
N -5.307 5.116 1.597
O -6.007 5.717 0.826
O -5.727 4.624 2.637
H -3.273 4.674 2.207
H -3.555 5.570 0.607
H -3.822 3.756 0.810
C 1.500 -1.725 3.883
O 2.221 -2.728 3.222
C 1.559 -3.887 2.801
C 2.535 -4.879 2.238
O 3.120 -4.429 1.052
C 4.214 -5.231 0.696
H 0.835 -2.050 4.683
H 0.777 -1.241 3.216
H 2.179 -0.998 4.247
H 0.689 -3.717 2.111
H 1.120 -4.451 3.626
H 2.019 -5.786 1.966
H 3.328 -5.086 2.983
H 4.761 -4.708 -0.096
H 4.119 -6.222 0.486
H 4.917 -5.229 1.575
C 0.499 4.623 0.282
O -0.857 5.142 0.402
H 0.795 4.151 1.254
H 0.606 3.902 -0.480
H 1.261 5.373 0.104
H -0.816 6.101 0.219
C -4.570 3.091 -3.409
O -5.162 4.144 -2.636
H -3.529 3.155 -3.182
H -4.899 2.024 -3.213
H -4.929 3.201 -4.429
H -5.477 3.776 -1.824
C -1.222 -1.617 0.009
O -0.090 -0.874 -0.410
H -0.926 -1.952 0.991
H -2.062 -1.036 0.126
H -1.401 -2.460 -0.632
H -0.260 -0.163 -1.014
C 2.773 1.027 1.096
O 2.845 0.662 -0.283
H 2.409 0.131 1.698
H 3.775 1.305 1.399
H 2.048 1.842 1.174
H 2.001 0.218 -0.347
C 0.581 1.434 -3.290
O -0.652 1.113 -2.641
H 0.441 2.033 -4.215
H 1.097 2.107 -2.590
H 1.205 0.597 -3.531
H -1.000 0.377 -3.095
*
```

Its SMILES is C[N+](=O)[O-].C[N+](=O)[O-].COCCOC.CO.CO.CO.CO.CO. The calculation puts the HOMO-LUMO gap at 10.16 eV. The LUMO energy is 0.15 eV.

These are the natural (NBO) partial charges, in e, on atoms 1 to 2: -0.482, 0.537

=====

No. 4
Molecular formula: C11H38B2N2O3Ti
Method: DFT, ωB97M-V with the def2-TZVPD basis set

The geometry in ORCA input format:
```
! RIJCOSX wB97M-V def2-TZVPD def2/J DEFGRID3
* xyz -1 4
Ti -0.107 0.869 0.171
B -1.907 2.776 -0.505
H -1.456 2.126 -1.450
H -2.921 2.258 -0.101
H -1.068 2.737 0.340
H -2.101 3.867 -0.963
B 1.339 1.530 2.463
H 1.124 1.627 3.639
H 1.484 0.392 2.056
H 0.350 1.950 1.930
H 2.294 2.197 2.153
C -2.338 -0.437 3.246
C -2.671 -1.150 1.947
C -4.167 -1.345 1.758
O -4.621 -2.378 2.624
C -5.983 -2.659 2.423
N -2.135 -0.371 0.826
H -2.995 -0.800 4.042
H -2.535 0.632 3.142
H -1.294 -0.575 3.517
H -2.274 -2.168 1.929
H -4.439 -1.558 0.715
H -4.728 -0.426 2.005
H -6.607 -1.775 2.600
H -6.251 -3.390 3.190
H -6.183 -3.105 1.444
H -2.765 0.351 0.479
H -1.910 -0.986 0.052
C 3.155 1.140 -2.505
C 3.444 1.460 -1.050
C 4.460 2.555 -0.848
O 5.752 2.241 -1.329
C 6.386 1.159 -0.672
N 2.122 1.841 -0.494
H 2.913 2.071 -3.033
H 2.312 0.460 -2.618
H 3.997 0.720 -3.062
H 3.723 0.540 -0.528
H 4.497 2.891 0.198
H 4.134 3.452 -1.389
H 6.451 0.284 -1.324
H 5.884 0.844 0.245
H 7.392 1.519 -0.443
H 2.187 2.320 0.406
H 1.835 2.606 -1.113
C -1.513 -2.882 -1.972
C -0.186 -2.232 -1.628
C 0.859 -2.473 -2.726
O -0.366 -0.808 -1.509
H -1.897 -2.452 -2.899
H -2.281 -2.747 -1.205
H -1.410 -3.970 -2.036
H 0.227 -2.662 -0.718
H 0.382 -2.263 -3.690
H 1.215 -3.503 -2.714
H 1.690 -1.783 -2.593
H -0.500 -0.515 -2.423
*
```

The calculation puts the HOMO-LUMO gap (alpha / beta) at 2.98 / 8.72 eV. The LUMO energy (alpha / beta) is 2.69 / 2.54 eV. The energy above the lowest of the compared OMol25 structures with the same formula, charge and spin is 0.157 eV.

These are the natural (NBO) partial charges, in e, on atoms 1 to 2: 0.735, -0.698